Record 1
A single C6H11N3O2S molecule, computed with ωB97M-V/def2-TZVPD.

Last columns: bonded neighbours and bond lengths (Å).
Element x y z (Å)
1 S -3.014 -0.487 -0.224  O2 1.447, N5 1.587, C9 1.878, H19 1.426
2 O -4.112 0.201 0.418  S1 1.447
3 O 0.745 -1.303 0.234  C7 1.386, C8 1.394
4 N 0.421 1.108 -0.140  N6 1.317, C7 1.498, C10 1.480
5 N -2.893 -0.448 -1.805  S1 1.587, H20 0.969
6 N -0.293 1.826 0.703  N4 1.317, C11 1.276
7 C -0.052 -0.305 -0.304  O3 1.386, N4 1.498, C9 1.635, H13 1.138
8 C 2.116 -1.210 0.000  O3 1.394, C12 1.564, H18 1.099, H22 1.163
9 C -1.376 -0.203 0.650  S1 1.878, C7 1.635, C11 1.510, H23 1.126
10 C 1.869 1.335 -0.344  N4 1.480, C12 1.569, H14 1.054, H15 1.070
11 C -1.262 1.186 1.232  N6 1.276, C9 1.510, H21 1.065
12 C 2.640 0.203 0.422  C8 1.564, C10 1.569, H16 1.195, H17 1.049
13 H -0.364 -0.482 -1.384  C7 1.138
14 H 2.105 2.321 -0.057  C10 1.054
15 H 2.182 1.287 -1.367  C10 1.070
16 H 3.771 0.278 0.042  C12 1.195
17 H 2.855 0.340 1.439  C12 1.049
18 H 2.675 -2.036 0.461  C8 1.099
19 H -3.201 -1.869 0.079  S1 1.426
20 H -3.650 -0.903 -2.201  N5 0.969
21 H -1.977 1.500 1.955  C11 1.065
22 H 2.345 -1.250 -1.139  C8 1.163
23 H -1.530 -1.089 1.329  C9 1.126

The SMILES is N=[S@H](=O)[C@@H]1C=NN2CCCO[C@@H]12. The calculation puts the orbital gap at 0.3374 Eh. The LUMO energy comes out at 0.49 eV. The calculation puts the energy at -947.98515 Eh. The highest occupied orbital energy is -0.31929 Ha.

Atomic partial charges in e from the Mulliken method, atoms 1 to 6:
1. S 0.70
2. O -0.59
3. O -0.33
4. N 0.64
5. N -0.67
6. N -0.83



Record 2
2 unconnected molecules or ions with the total composition C6H11N3O6, computed with ωB97M-V/def2-TZVPD.

Last columns: bonded neighbours and bond lengths (Å).
Element x y z (Å)
1 O -0.394 -2.413 -0.637  N8 1.223
2 O -1.974 1.216 -0.756  N7 1.276, H18 0.992
3 O -1.226 -0.925 -1.862  N8 1.234
4 O -1.427 1.567 1.248  N7 1.237
5 O 0.275 2.924 -1.077  N9 1.244
6 O 1.655 2.230 0.470  N9 1.214
7 N -1.349 0.804 0.278  O2 1.276, O4 1.237, C15 1.328
8 N -0.753 -1.251 -0.769  O1 1.223, O3 1.234, C15 1.375
9 N 1.053 2.093 -0.576  O5 1.244, O6 1.214, C14 1.416
10 C -0.189 -0.866 1.592  C13 1.575, C15 1.500, H17 1.038, H21 1.098
11 C 0.581 0.601 -2.399  C14 1.345, H19 1.043, H26 1.100
12 C 2.148 -0.063 -0.599  C14 1.455, H20 1.111, H22 1.071, H25 1.152
13 C -1.248 -1.726 2.381  C10 1.575, H16 1.080, H23 1.070, H24 1.093
14 C 1.228 0.859 -1.248  N9 1.416, C11 1.345, C12 1.455
15 C -0.715 -0.363 0.280  N7 1.328, N8 1.375, C10 1.500
16 H -1.179 -2.665 1.852  C13 1.080
17 H 0.597 -1.498 1.350  C10 1.038
18 H -2.180 2.169 -0.570  O2 0.992
19 H 0.653 -0.110 -3.159  C11 1.043
20 H 3.141 -0.152 -1.087  C12 1.111
21 H 0.235 -0.159 2.317  C10 1.098
22 H 1.715 -0.998 -0.308  C12 1.071
23 H -0.926 -1.943 3.377  C13 1.070
24 H -2.182 -1.163 2.311  C13 1.093
25 H 2.366 0.358 0.452  C12 1.152
26 H 0.094 1.472 -2.861  C11 1.100

The SMILES is CC/C([N+](=O)[O-])=[N+](\[O-])O.C=C(C)[N+](=O)[O-]. The calculation puts the orbital gap at 0.3112 Eh. The LUMO energy comes out at -1.34 eV. The calculation puts the energy at -850.53714 Eh. The highest occupied orbital energy is -0.36050 Ha.

Atomic partial charges in e from the Mulliken method, atoms 1 to 6:
1. O -0.64
2. O -0.36
3. O -0.67
4. O -0.68
5. O -0.66
6. O -0.63



Record 3
A single C6H11N3OS molecule, computed with ωB97M-V/def2-TZVPD.

Last columns: bonded neighbours and bond lengths (Å).
Element x y z (Å)
1 S -4.026 -0.917 -0.705  C10 1.652
2 O -0.622 0.624 1.678  C9 1.186
3 N -2.766 1.260 0.002  N4 1.189, C10 1.337
4 N -2.071 2.147 0.379  N3 1.189, H18 1.022
5 N -1.602 -0.758 0.222  C9 1.369, C10 1.412, H13 1.059
6 C 0.831 -0.279 0.019  C7 1.475, C8 1.531, C9 1.548, C11 1.551
7 C 0.559 0.365 -1.280  C6 1.475, H15 1.111, H16 1.091, H21 1.079
8 C 1.453 -1.649 -0.268  C6 1.531, H12 1.092, H17 1.176, H19 1.167
9 C -0.516 -0.127 0.767  O2 1.186, N5 1.369, C6 1.548
10 C -2.826 -0.074 0.055  S1 1.652, N3 1.337, N5 1.412
11 C 1.846 0.599 0.796  C6 1.551, H14 1.164, H20 1.103, H22 1.157
12 H 0.726 -2.271 -0.795  C8 1.092
13 H -1.402 -1.567 -0.432  N5 1.059
14 H 2.901 0.764 0.333  C11 1.164
15 H -0.491 0.699 -1.415  C7 1.111
16 H 1.334 1.130 -1.351  C7 1.091
17 H 1.600 -2.086 0.814  C8 1.176
18 H -1.606 1.966 1.271  N4 1.022
19 H 2.461 -1.523 -0.843  C8 1.167
20 H 2.203 0.320 1.802  C11 1.103
21 H 0.729 -0.168 -2.202  C7 1.079
22 H 1.284 1.545 1.153  C11 1.157

The SMILES is [H]/N=N\C(=S)NC(=O)C(C)(C)C. The calculation puts the orbital gap (spin up / spin down) at 0.2681 / 0.2682 Eh. The LUMO energy (spin up / spin down) comes out at -1.19 / -1.19 eV. The calculation puts the energy at -872.77562 Eh. The highest occupied orbital energy (spin up / spin down) is -0.31192 / -0.31192 Ha.

Atomic partial charges in e from the Mulliken method, atoms 1 to 6:
1. S -0.31
2. O -0.60
3. N 0.34
4. N -0.66
5. N -0.11
6. C 1.74



Record 4
A gas-phase ion, C6H11N4 (charge +1), computed with ωB97M-V/def2-TZVPD.

Last columns: bonded neighbours and bond lengths (Å).
Element x y z (Å)
1 N -0.735 1.291 1.470  N2 1.161, N3 1.172
2 N -1.073 1.839 0.503  N1 1.161, C10 1.465
3 N -0.254 1.083 2.519  N1 1.172, C6 1.450
4 N 1.197 -1.712 0.970  C9 1.152
5 C -0.636 0.058 -1.232  C7 1.557, C10 1.490, H17 1.123, H20 1.120
6 C -0.479 0.260 3.691  N3 1.450, H12 1.107, H14 1.180, H19 1.143
7 C 0.826 -0.471 -1.325  C5 1.557, C8 1.539, C9 1.495, H18 1.084
8 C 1.091 -1.549 -2.391  C7 1.539, H13 1.021, H15 1.109, H16 1.074
9 C 1.160 -1.168 -0.046  N4 1.152, C7 1.495
10 C -0.831 1.498 -0.902  N2 1.465, C5 1.490, H11 1.053, H21 1.165
11 H 0.023 2.035 -1.203  C10 1.053
12 H -0.323 0.934 4.555  C6 1.107
13 H 0.580 -2.403 -2.159  C8 1.021
14 H 0.436 -0.483 3.751  C6 1.180
15 H 0.803 -1.142 -3.381  C8 1.109
16 H 2.154 -1.612 -2.532  C8 1.074
17 H -1.158 -0.516 -0.421  C5 1.123
18 H 1.384 0.412 -1.616  C7 1.084
19 H -1.407 -0.370 3.474  C6 1.143
20 H -1.166 -0.111 -2.204  C5 1.120
21 H -1.593 2.125 -1.522  C10 1.165

Its total charge is +1. The SMILES is CN=[N+]=NCC[C@H](C)C#N. The calculation puts the orbital gap at 0.3789 Eh. The LUMO energy comes out at -4.91 eV. The calculation puts the energy at -453.82638 Eh. The highest occupied orbital energy is -0.55919 Ha.

Atomic partial charges in e from the Mulliken method, atoms 1 to 6:
1. N 1.17
2. N -0.57
3. N -0.39
4. N -0.43
5. C -0.81
6. C -0.58



Repeat the fourth record exactly.
A gas-phase ion, C6H11N4 (charge +1), computed with ωB97M-V/def2-TZVPD.

Last columns: bonded neighbours and bond lengths (Å).
Element x y z (Å)
1 N -0.735 1.291 1.470  N2 1.161, N3 1.172
2 N -1.073 1.839 0.503  N1 1.161, C10 1.465
3 N -0.254 1.083 2.519  N1 1.172, C6 1.450
4 N 1.197 -1.712 0.970  C9 1.152
5 C -0.636 0.058 -1.232  C7 1.557, C10 1.490, H17 1.123, H20 1.120
6 C -0.479 0.260 3.691  N3 1.450, H12 1.107, H14 1.180, H19 1.143
7 C 0.826 -0.471 -1.325  C5 1.557, C8 1.539, C9 1.495, H18 1.084
8 C 1.091 -1.549 -2.391  C7 1.539, H13 1.021, H15 1.109, H16 1.074
9 C 1.160 -1.168 -0.046  N4 1.152, C7 1.495
10 C -0.831 1.498 -0.902  N2 1.465, C5 1.490, H11 1.053, H21 1.165
11 H 0.023 2.035 -1.203  C10 1.053
12 H -0.323 0.934 4.555  C6 1.107
13 H 0.580 -2.403 -2.159  C8 1.021
14 H 0.436 -0.483 3.751  C6 1.180
15 H 0.803 -1.142 -3.381  C8 1.109
16 H 2.154 -1.612 -2.532  C8 1.074
17 H -1.158 -0.516 -0.421  C5 1.123
18 H 1.384 0.412 -1.616  C7 1.084
19 H -1.407 -0.370 3.474  C6 1.143
20 H -1.166 -0.111 -2.204  C5 1.120
21 H -1.593 2.125 -1.522  C10 1.165

Its total charge is +1. The SMILES is CN=[N+]=NCC[C@H](C)C#N. The calculation puts the orbital gap at 0.3789 Eh. The LUMO energy comes out at -4.91 eV. The calculation puts the energy at -453.82638 Eh. The highest occupied orbital energy is -0.55919 Ha.

Atomic partial charges in e from the Mulliken method, atoms 1 to 6:
1. N 1.17
2. N -0.57
3. N -0.39
4. N -0.43
5. C -0.81
6. C -0.58